Entry 1:
An isolated molecule of C16H13FN4. Source: OMol25; level of theory: the ωB97M-V functional and the def2-TZVPD basis.

```
34
Properties=species:S:1:pos:R:3:forces:R:3
C 2.003 -5.761 -1.049 -0.0755 2.4337 0.5025
C 1.905 -4.548 -0.419 0.2138 -2.9493 -1.1880
C 1.351 -3.339 -1.005 -0.2572 1.8856 -0.4799
C 1.349 -2.188 -0.206 -1.3122 0.5870 -0.9458
C 0.638 -1.058 -0.672 0.5029 -0.3504 0.6993
C 0.419 0.163 0.136 -0.3899 0.3985 0.6506
N 1.232 0.459 1.104 0.1040 0.6900 -0.1318
C 0.868 1.744 1.510 1.2613 -0.3194 1.3011
C 1.529 2.552 2.453 -0.4725 0.6482 -0.3911
C 1.141 3.884 2.613 -0.0503 -0.0678 -0.1244
C 0.013 4.370 1.925 -0.5799 -2.4414 -0.6672
F -0.402 5.624 2.161 0.0207 -0.1251 -0.2577
C -0.744 3.508 1.078 1.5111 0.1967 0.5175
C -0.239 2.195 0.834 -0.4936 1.0176 0.1740
N -0.595 1.153 -0.010 -0.6040 -0.1865 -1.1013
C -1.755 1.238 -0.918 0.4964 -0.4594 -0.2196
C -3.147 1.351 -0.321 -0.5279 0.1408 -0.6524
C -2.725 0.072 -1.013 0.2258 0.6052 0.0461
C 0.192 -1.112 -1.975 -0.8481 -0.1784 -0.1028
N 0.244 -2.203 -2.723 0.9468 -0.6828 0.1003
N 0.829 -3.300 -2.250 -0.3539 -0.2882 0.1614
H 2.383 -6.622 -0.539 0.1355 -0.2582 0.2577
H 1.770 -5.855 -2.102 -0.1911 0.0037 0.0678
H 2.204 -4.502 0.622 -0.0471 0.1951 -0.0159
H 1.812 -2.262 0.746 0.1204 0.3955 0.8106
H 2.336 2.143 3.032 0.3415 -0.0405 0.0029
H 1.700 4.588 3.238 -0.2697 -0.4463 -0.0734
H -1.591 3.879 0.561 -0.7172 0.3259 -0.3280
H -1.526 1.716 -1.895 -0.2603 -0.0401 0.9565
H -3.288 1.337 0.768 0.3241 0.0255 -0.5879
H -3.907 1.940 -0.879 0.8229 -0.2452 0.5980
H -3.131 -0.120 -2.013 0.1969 -0.0502 0.5369
H -2.530 -0.781 -0.387 0.0200 -0.1881 -0.0221
H -0.337 -0.264 -2.405 0.2063 -0.2319 -0.0935
```
Positions in Å, forces in eV/Å.

For the LUMO energy, the calculation gives -0.014 Eh. The spin multiplicity is 1. Its total charge is 0. The calculation puts the orbital gap at 8.2693 eV. The total energy is -25478.3433 eV. The HOMO energy comes out at -8.65 eV.

=====

Entry 2:
The ion C16H13N4O8S with charge -1. Source: OMol25; level of theory: the ωB97M-V functional and the def2-TZVPD basis.

```
42
Properties=species:S:1:pos:R:3:forces:R:3
C -1.892 -0.252 2.944 0.7676 0.3377 -1.3761
N -0.458 -0.098 2.374 0.2281 1.4119 -0.0903
O 0.381 0.532 3.044 -1.6525 -1.6136 -1.5218
O -0.278 -0.528 1.224 0.1107 0.5404 1.5077
H -2.497 -0.726 2.169 0.3962 -0.0223 0.0420
H -2.272 0.746 3.203 0.4260 -0.2113 -0.2279
C 3.143 -5.598 0.824 0.2112 0.0015 -0.0321
C 1.842 -5.198 1.464 -0.1487 -0.0264 0.1665
C 1.135 -6.073 2.295 -0.2131 0.0596 -0.0143
C -0.065 -5.688 2.892 0.0737 0.5226 -0.0035
C -0.559 -4.402 2.645 -0.0898 -0.4333 -0.4291
S -1.968 -3.717 3.502 1.1201 1.5069 0.0432
O -2.920 -3.194 2.563 -0.0652 -0.1282 0.0336
O -2.381 -4.588 4.562 -0.0490 -0.1254 -0.2728
N -1.157 -2.316 4.128 -0.8732 -1.8507 -0.9592
C -0.385 -2.526 5.279 0.3671 -0.1646 1.2799
C 0.147 -3.708 5.755 0.0866 0.4243 -0.2584
C 0.907 -3.633 6.941 -0.0148 1.5970 0.2205
N 1.694 -4.745 7.335 0.9507 -0.9823 0.7494
O 2.463 -4.589 8.314 -0.9605 -0.5951 -1.2755
O 1.623 -5.814 6.690 0.0512 1.3448 0.8534
C 1.040 -2.404 7.665 -0.0888 -0.6497 -0.7379
C 0.440 -1.241 7.189 0.0092 -0.1891 0.2232
C -0.302 -1.290 5.994 0.0416 -0.3475 0.0979
C -1.112 -0.354 5.318 0.4158 1.1129 1.0970
N -1.226 0.995 5.644 0.1489 -0.6825 -0.1047
O -0.594 1.473 6.620 -0.4191 -0.5580 -0.7275
O -1.963 1.725 4.925 0.1082 -0.2451 0.5105
C -1.848 -1.028 4.203 -0.8755 0.1027 0.8286
C 0.073 -3.566 1.728 0.2612 0.0315 0.1547
C 1.308 -3.935 1.210 -0.2453 -0.1938 -0.1243
H 3.579 -4.735 0.309 0.0134 -0.2067 0.1058
H 3.864 -5.963 1.566 -0.1422 0.0715 -0.1309
H 3.003 -6.392 0.079 -0.0361 0.1322 0.1816
H 1.542 -7.061 2.504 -0.0928 0.1385 -0.0461
H -0.604 -6.349 3.562 0.1237 0.0484 0.0420
H 0.011 -4.660 5.244 0.2335 0.4208 0.3350
H 1.633 -2.400 8.581 -0.2228 -0.0141 -0.3773
H 0.478 -0.293 7.725 0.1055 -0.4140 -0.1193
H -2.914 -1.191 4.458 0.1042 0.1133 0.0515
H -0.358 -2.617 1.430 0.0679 -0.1128 0.2946
H 1.866 -3.232 0.592 -0.2327 -0.1518 0.0102
```
Positions in Å, forces in eV/Å.

For the LUMO energy, the calculation gives 0.078 Eh. The spin multiplicity is 1. Its total charge is -1. The calculation puts the orbital gap at 6.2208 eV. The total energy is -49972.1807 eV. The HOMO energy comes out at -4.09 eV.

=====

Entry 3:
An isolated molecule of C16H13N5OS. Source: OMol25; level of theory: the ωB97M-V functional and the def2-TZVPD basis.

```
36
Properties=species:S:1:pos:R:3:forces:R:3
C -0.092 2.918 3.139 -0.0579 0.1733 0.6182
C -0.020 1.972 1.999 -0.0568 -1.9502 0.0331
N -0.039 0.587 2.174 -0.7247 0.6865 0.3347
C -0.028 -0.015 0.990 0.6664 0.7672 1.6138
C -0.081 -1.513 0.890 0.3521 -0.4750 -0.8368
C 0.549 -2.332 1.870 -1.6085 -0.1981 -2.5728
C 0.581 -3.720 1.698 0.0687 1.0481 -0.5125
C 0.081 -4.280 0.525 -0.3848 0.0231 0.0831
C -0.604 -3.507 -0.447 0.1197 -0.0462 1.4292
C -1.185 -4.138 -1.665 1.3745 -0.2725 -2.3426
N -1.570 -3.371 -2.736 -0.3938 1.5339 0.7330
O -1.085 -5.304 -1.955 -0.1614 -2.0983 1.6331
C -0.701 -2.141 -0.227 0.6855 0.1091 1.3195
N 0.144 0.976 0.046 -0.2766 -1.8555 -1.5161
C 0.081 2.207 0.664 0.4674 2.3650 -0.5362
C 0.222 3.474 -0.133 0.3060 -2.2759 0.0824
C 0.273 4.813 0.524 -0.1853 0.7305 -0.5014
N 0.391 3.393 -1.407 0.4533 -0.7934 -1.1650
C 0.527 2.111 -2.010 -0.4265 1.3491 1.8404
S 0.890 1.942 -3.701 -0.2120 -2.0181 1.5725
C 0.898 0.194 -3.355 -0.3592 -0.5084 0.8228
N 0.646 -0.227 -2.114 0.2056 2.0582 -0.8964
C 0.446 0.911 -1.313 0.0211 0.5010 -2.3284
H -0.658 2.456 3.964 0.5145 0.0776 -0.2092
H -0.621 3.845 2.905 0.0763 -0.1573 -0.2014
H 0.924 3.207 3.461 -0.4383 -0.2059 0.1432
H 0.958 -1.900 2.714 0.8290 0.9541 1.5549
H 1.088 -4.293 2.469 -0.2053 -0.2236 -0.3030
H 0.193 -5.345 0.425 -0.1722 -0.2394 -0.4382
H -1.669 -3.895 -3.604 0.2019 0.3662 0.5375
H -1.164 -2.451 -2.745 -0.2249 0.2789 -0.5255
H -1.289 -1.560 -0.892 -0.2379 0.5778 -0.4667
H 1.004 4.841 1.330 -0.2694 -0.1557 0.2567
H 0.586 5.598 -0.188 -0.1793 -0.6490 0.0515
H -0.731 5.096 0.855 0.2146 -0.0323 0.3716
H 1.056 -0.548 -4.148 0.0181 0.5550 0.3210
```
Positions in Å, forces in eV/Å.

For the LUMO energy, the calculation gives 0.000 Eh. The spin multiplicity is 1. Its total charge is 0. The calculation puts the orbital gap at 8.0490 eV. The energy above the lowest of the compared OMol25 structures with the same formula, charge and spin comes out at 9.3 kcal per mole. The total energy is -37136.4212 eV. The HOMO energy comes out at -8.06 eV.

=====

Entry 4:
A structure of composition C16H14BCaF5N6O. Source: OMol25; level of theory: the ωB97M-V functional and the def2-TZVPD basis.

```
44
Properties=species:S:1:pos:R:3:forces:R:3
H 0.015 2.973 0.889 0.0199 -0.2039 -0.1866
N 0.329 1.644 -0.735 0.2507 0.5195 -0.5029
B 0.935 0.643 -2.998 0.1346 0.1725 1.2915
N 0.839 1.840 -2.007 -0.4557 -0.1562 0.7777
C 1.144 3.138 -2.195 -0.3346 -0.0277 0.9368
Ca -0.707 -0.656 -0.111 12.0953 8.5505 2.3198
H 1.544 3.471 -3.141 -0.0053 0.0299 0.1094
C 0.842 3.823 -1.015 0.1178 -0.5132 -0.4439
H 0.958 4.871 -0.827 0.0582 0.1632 0.0334
C 0.349 2.842 -0.132 0.2329 -0.1680 -1.0046
H 1.355 0.993 -4.061 -0.0515 -0.0576 -0.0805
C -1.449 -2.388 0.553 -5.7780 -3.8923 2.3544
H -1.579 -2.477 1.635 0.2375 0.1138 -0.2737
H -0.425 -2.645 0.221 -0.4726 0.4909 0.0192
H -2.203 -2.994 0.042 0.3018 0.0160 0.1341
N -0.492 0.053 -3.108 -1.8996 -0.9165 0.8531
N 1.832 -0.459 -2.364 -0.2613 -0.6853 0.8226
N -1.178 -0.441 -1.978 -1.6703 0.7758 -7.7692
N 1.487 -1.057 -1.160 0.8940 -0.3541 -0.7291
C -1.277 -0.059 -4.186 -0.2674 -0.3196 0.9870
C 2.976 -0.989 -2.836 -0.3196 -0.2821 0.7813
H -0.919 0.279 -5.143 -0.0466 -0.0200 -0.0756
H 3.381 -0.642 -3.777 0.0229 -0.0806 0.1751
C -2.495 -0.638 -3.807 0.3102 0.1216 0.1066
C 3.414 -1.951 -1.928 -0.2205 0.2522 -0.0699
C -2.396 -0.866 -2.432 1.3978 0.7602 -0.9347
C 2.458 -1.953 -0.893 -0.1868 0.7613 -1.0631
H -3.327 -0.857 -4.446 -0.1332 -0.0385 -0.0979
H 4.294 -2.560 -2.009 0.0841 -0.0282 0.0225
H -3.125 -1.310 -1.771 0.0324 0.0529 0.0108
H 2.445 -2.555 0.009 -0.0890 0.1876 -0.1099
H -2.250 -0.806 0.320 -3.5313 -4.9906 2.2451
F -1.053 0.833 7.216 0.0096 -0.0225 -0.0342
C -0.812 0.494 5.937 -0.0064 -0.0202 -0.2066
C -1.077 1.410 4.913 -0.0857 -0.1534 0.4723
F -1.583 2.627 5.211 0.1514 -0.5446 -0.0788
C -0.838 1.054 3.605 0.3032 -0.7846 -0.1623
F -1.217 1.878 2.595 0.2511 -0.0147 0.2261
C -0.212 -0.183 3.252 -0.2385 0.2523 1.2307
O 0.177 -0.427 2.065 -0.4872 -0.5078 -1.4682
C -0.052 -1.122 4.325 -0.2025 0.8160 -0.6690
F 0.372 -2.365 4.014 0.0908 0.0918 0.1185
C -0.329 -0.783 5.632 -0.2002 0.2443 0.3162
F -0.149 -1.683 6.624 -0.0523 0.4096 -0.3832
```
Positions in Å, forces in eV/Å.

For the LUMO energy, the calculation gives -0.106 Eh. The spin multiplicity is 1. Its total charge is 0. The calculation puts the orbital gap at 4.4436 eV. The energy above the lowest of the compared OMol25 structures with the same formula, charge and spin comes out at 90.8 kcal per mole. The total energy is -60505.0385 eV. The HOMO energy comes out at -7.33 eV.

=====

For the records above, the corresponding strongest force on any atom values read 3.19 2.77 3.04 14.99 eV Å⁻¹.